54
Properties=species:S:1:pos:R:3:nbo_charge:R:1 method="wB97M-V/def2-TZVPD" orbital_gap_ev="3.30 / 3.31" lumo_ha="-0.435 / -0.435" charge=+2 fmax_ev_per_a=7.64
B 0.3000 -0.5743 1.0788 0.899
H -3.0833 -3.1126 -1.0963 0.292
C -1.9144 3.7299 2.2206 -0.672
C 1.7933 -3.4623 3.0278 -0.300
C -0.3464 0.6634 3.3878 0.106
H 4.3344 0.7017 -1.0929 0.289
C 2.4353 2.7431 -2.0465 -0.687
H 3.1865 -1.0339 0.5543 0.285
H -1.1751 2.2647 4.6638 0.284
H 3.4774 2.8294 -2.4206 0.278
H 2.0963 -4.0421 3.8897 0.258
F -0.7926 1.5662 -6.0878 -0.568
H -1.0046 -3.1902 0.5516 0.289
C -1.3873 -2.3048 0.0648 0.174
H -3.1430 0.1096 -2.9114 0.296
N -0.2673 0.5240 2.0406 -0.336
F -1.3851 -0.1530 -4.2724 -0.595
H 0.9116 -1.7335 3.9218 0.212
H 2.9270 -5.6781 1.9793 0.246
C 2.5830 -5.0167 1.1561 -0.651
C -3.6388 -0.3795 -2.0473 -0.685
C 2.3000 1.5673 -1.1382 0.281
H -1.8036 2.9675 -0.4887 0.234
H 3.4546 -4.7385 0.5279 0.246
H -4.3151 -1.1766 -2.4224 0.280
Ir -0.7997 1.5655 -0.4887 1.336
C 3.2980 0.6889 -0.7824 -0.284
H 1.7499 2.6239 -2.9112 0.291
F -2.5155 2.1544 -4.2745 -0.583
H -4.2390 0.3733 -1.4953 0.253
N -0.9002 -1.0480 0.1936 -0.362
N -0.8177 1.6003 1.4905 -0.297
F 0.9224 0.9775 -4.2669 -0.593
N 1.3839 0.1275 0.1945 -0.358
H 1.8449 -5.5662 0.5356 0.245
F -0.2084 3.2849 -4.2691 -0.583
H -2.8450 3.5663 1.6383 0.249
H -1.2347 4.3930 1.6460 0.251
C 1.1640 -2.2376 3.0221 -0.029
H 2.1715 3.6694 -1.4951 0.249
N -1.6496 -0.2269 -0.5317 -0.198
As -0.7966 1.5659 -4.2709 2.748
H -2.1717 4.2220 3.1824 0.284
H -0.0125 0.0015 4.1485 0.259
C -0.9616 1.8595 3.6835 -0.290
F -0.7997 1.5655 -2.4543 -0.615
C -2.4700 -2.2774 -0.7849 -0.278
N 0.9558 -1.8465 1.7395 -0.381
C -2.6039 -0.9542 -1.1394 0.273
C 1.9508 -3.7820 1.7047 0.172
N 1.4412 -2.7977 0.9473 -0.331
N 1.1527 1.2143 -0.5316 -0.270
C -1.2432 2.4201 2.4646 0.241
C 2.6896 -0.2075 0.0669 0.143